The following is a DFT calculation (ωB97M-V/def2-TZVPD) of a 14-piece molecular cluster, C56H154N14O14 overall at a distorted geometry.

For the relative energy (zero: lowest compared OMol25 entry of this formula, charge and spin), the calculation gives 234.54 kcal/mol. For the HOMO energy, the calculation gives -8.918 eV. For the strongest force on any atom, the calculation gives 0.0733 Eh/bohr. Its orbital gap is 8.982 eV. Its spin multiplicity is 1.

Each atom is followed by the atoms it is bonded to, with distances in Å.
Element x y z (Å)
1 O -4.341 -25.211 12.591  C51 1.401, C72 1.423
2 O 1.831 -8.568 13.475  C49 1.463, C76 1.408
3 O -5.777 -7.094 12.384  C34 1.407, C59 1.427
4 O 2.768 -19.091 9.850  C32 1.415, C75 1.427
5 O 2.082 -18.173 16.958  C31 1.417, C46 1.398
6 O 0.540 -15.968 6.871  C60 1.431, C71 1.436
7 O -12.125 -11.431 9.107  C55 1.382, C69 1.401
8 O -1.100 -27.100 17.166  C29 1.437, C30 1.413
9 O -6.901 -20.089 6.810  C66 1.433, C77 1.487
10 O -7.389 -12.728 22.246  C78 1.415, C83 1.431
11 O -6.683 -27.012 18.506  C53 1.398, C67 1.490
12 O -11.001 -22.125 17.752  C61 1.397, C79 1.394
13 O -5.614 -17.414 15.146  C35 1.378, C81 1.468
14 O -13.530 -11.497 16.892  C56 1.382, C70 1.398
15 N 1.069 -17.248 11.615  C44 1.412, H149 1.010, H204 1.010
16 N 1.016 -24.813 17.390  C52 1.444, H100 1.010, H113 1.010
17 N -6.227 -14.455 14.980  C50 1.481, H88 1.010, H170 1.010
18 N -7.954 -10.092 13.067  C45 1.400, H120 1.010, H151 1.010
19 N -1.626 -15.912 8.721  C74 1.518, H163 1.010, H191 1.010
20 N -5.353 -13.254 19.106  C41 1.499, H130 1.010, H206 1.010
21 N -9.460 -13.765 10.073  C36 1.515, H93 1.010, H143 1.010
22 N -6.567 -17.541 8.876  C62 1.485, H115 1.010, H152 1.010
23 N -6.454 -28.978 21.750  C54 1.418, H194 1.010, H236 1.010
24 N -7.226 -26.871 13.985  C47 1.470, H127 1.010, H235 1.010
25 N -13.481 -22.112 20.588  C82 1.448, H110 1.010, H123 1.010
26 N -0.738 -16.469 18.702  C63 1.436, H203 1.010, H226 1.010
27 N -14.193 -13.727 14.878  C58 1.496, H155 1.010, H159 1.010
28 N 2.169 -6.109 15.256  C33 1.449, H178 1.010, H233 1.010
29 C -1.058 -25.808 16.539  O8 1.437, C52 1.529, H114 1.090, H153 1.090
30 C -1.717 -28.049 16.320  O8 1.413, H182 1.090, H196 1.090, H231 1.090
31 C 1.387 -17.790 18.132  O5 1.417, C63 1.570, H85 1.090, H95 1.090
32 C 1.477 -19.318 10.384  O4 1.415, C44 1.535, H161 1.090, H173 1.090
33 C 3.112 -7.159 14.931  N28 1.449, C68 1.594, C76 1.552, H89 1.090
34 C -5.961 -7.108 10.989  O3 1.407, H131 1.090, H164 1.090, H230 1.090
35 C -4.939 -18.452 15.751  O13 1.378, H103 1.090, H172 1.090, H176 1.090
36 C -10.197 -12.812 9.154  N21 1.515, C38 1.526, C55 1.584, H220 1.090
37 C -8.767 -7.722 13.447  C45 1.581, H91 1.090, H189 1.090, H237 1.090
38 C -10.229 -13.458 7.771  C36 1.526, H128 1.090, H168 1.090, H207 1.090
39 C -6.266 -14.812 20.703  C41 1.527, H98 1.090, H134 1.090, H227 1.090
40 C -12.077 -14.652 15.592  C58 1.557, H99 1.090, H144 1.090, H154 1.090
41 C -6.432 -13.404 20.135  N20 1.499, C39 1.527, C83 1.448, H94 1.090
42 C -11.086 -21.688 20.692  C82 1.558, H116 1.090, H157 1.090, H218 1.090
43 C -0.827 -23.330 17.001  C52 1.531, H105 1.090, H108 1.090, H126 1.090
44 C 1.167 -18.652 11.732  N15 1.412, C32 1.535, C65 1.482, H209 1.090
45 C -7.804 -8.743 12.721  N18 1.400, C37 1.581, C59 1.575, H142 1.090
46 C 3.180 -19.037 17.012  O5 1.398, H148 1.090, H201 1.090, H224 1.090
47 C -6.052 -26.743 13.110  N24 1.470, C72 1.546, C80 1.439, H177 1.090
48 C -6.092 -30.023 19.698  C54 1.562, H137 1.090, H169 1.090, H200 1.090
49 C 0.841 -9.639 13.347  O2 1.463, H166 1.090, H199 1.090, H202 1.090
50 C -5.397 -15.177 13.989  N17 1.481, C64 1.509, C81 1.511, H217 1.090
51 C -3.841 -23.902 12.565  O1 1.401, H124 1.090, H210 1.090, H225 1.090
52 C -0.426 -24.743 17.435  N16 1.444, C29 1.529, C43 1.531, H211 1.090
53 C -5.676 -26.053 18.652  O11 1.398, H190 1.090, H208 1.090, H213 1.090
54 C -6.098 -28.638 20.420  N23 1.418, C48 1.562, C67 1.591, H180 1.090
55 C -11.569 -12.451 9.857  O7 1.382, C36 1.584, H102 1.090, H192 1.090
56 C -13.400 -11.482 18.267  O14 1.382, H174 1.090, H195 1.090, H198 1.090
57 C -8.006 -18.927 10.265  C62 1.587, H129 1.090, H160 1.090, H181 1.090
58 C -13.215 -13.676 16.010  N27 1.496, C40 1.557, C70 1.541, H121 1.090
59 C -6.312 -8.293 12.945  O3 1.427, C45 1.575, H132 1.090, H175 1.090
60 C 1.768 -15.439 6.359  O6 1.431, H185 1.090, H186 1.090, H228 1.090
61 C -12.052 -22.591 18.544  O12 1.397, C82 1.596, H87 1.090, H156 1.090
62 C -7.015 -18.949 9.025  N22 1.485, C57 1.587, C66 1.517, H107 1.090
63 C 0.222 -16.832 17.697  N26 1.436, C31 1.570, C84 1.539, H101 1.090
64 C -4.347 -14.147 13.652  C50 1.509, H90 1.090, H111 1.090, H135 1.090
65 C -0.147 -19.077 12.269  C44 1.482, H112 1.090, H150 1.090, H232 1.090
66 C -7.740 -19.613 7.869  O9 1.433, C62 1.517, H141 1.090, H212 1.090
67 C -7.128 -27.591 19.805  O11 1.490, C54 1.591, H167 1.090, H197 1.090
68 C 4.204 -7.144 16.092  C33 1.594, H86 1.090, H140 1.090, H238 1.090
69 C -11.556 -10.154 9.206  O7 1.401, H118 1.090, H146 1.090, H234 1.090
70 C -12.577 -12.294 16.252  O14 1.398, C58 1.541, H117 1.090, H215 1.090
71 C -0.652 -15.260 6.499  O6 1.436, C74 1.497, H139 1.090, H145 1.090
72 C -5.734 -25.247 12.881  O1 1.423, C47 1.546, H205 1.090, H221 1.090
73 C -0.877 -13.564 8.427  C74 1.591, H109 1.090, H193 1.090, H216 1.090
74 C -1.478 -14.828 7.669  N19 1.518, C71 1.497, C73 1.591, H96 1.090
75 C 2.842 -19.778 8.602  O4 1.427, H97 1.090, H119 1.090, H162 1.090
76 C 2.481 -8.562 14.724  O2 1.408, C33 1.552, H183 1.090, H214 1.090
77 C -7.668 -20.629 5.656  O9 1.487, H147 1.090, H171 1.090, H223 1.090
78 C -8.753 -12.710 21.869  O10 1.415, H104 1.090, H122 1.090, H125 1.090
79 C -10.738 -22.804 16.563  O12 1.394, H158 1.090, H179 1.090, H187 1.090
80 C -6.127 -27.543 11.916  C47 1.439, H188 1.090, H219 1.090, H222 1.090
81 C -4.730 -16.427 14.514  O13 1.468, C50 1.511, H165 1.090, H184 1.090
82 C -12.360 -21.649 19.796  N25 1.448, C42 1.558, C61 1.596, H92 1.090
83 C -6.441 -12.438 21.214  O10 1.431, C41 1.448, H106 1.090, H133 1.090
84 C 0.875 -15.577 17.092  C63 1.539, H136 1.090, H138 1.090, H229 1.090
85 H 1.044 -18.616 18.754  C31 1.090
86 H 5.086 -7.669 15.725  C68 1.090
87 H -12.978 -22.623 17.971  C61 1.090
88 H -6.985 -15.099 15.155  N17 1.010
89 H 3.716 -6.865 14.073  C33 1.090
90 H -3.637 -13.805 14.405  C64 1.090
91 H -8.389 -7.302 14.380  C37 1.090
92 H -12.437 -20.614 19.463  C82 1.090
93 H -10.089 -14.550 10.166  N21 1.010
94 H -7.394 -13.352 19.625  C41 1.090
95 H 2.063 -17.316 18.843  C31 1.090
96 H -2.487 -14.566 7.351  C74 1.090
97 H 3.830 -19.504 8.233  C75 1.090
98 H -5.333 -14.808 21.268  C39 1.090
99 H -12.348 -15.697 15.738  C40 1.090
100 H 1.199 -25.780 17.615  N16 1.010
101 H -0.392 -17.269 16.909  C63 1.090
102 H -12.316 -13.243 9.811  C55 1.090
103 H -4.001 -18.796 15.314  C35 1.090
104 H -9.042 -11.923 21.172  C78 1.090
105 H -0.206 -23.020 16.160  C43 1.090
106 H -6.646 -11.454 20.791  C83 1.090
107 H -6.221 -19.648 9.287  C62 1.090
108 H -1.890 -23.171 16.824  C43 1.090
109 H 0.098 -13.857 8.817  C73 1.090
110 H -14.293 -21.740 20.118  N25 1.010
111 H -4.752 -13.321 13.068  C64 1.090
112 H -0.298 -18.558 13.216  C65 1.090
113 H 1.237 -24.588 16.430  N16 1.010
114 H -0.600 -25.757 15.551  C29 1.090
115 H -6.151 -17.304 9.765  N22 1.010
116 H -10.865 -22.725 20.947  C42 1.090
117 H -12.287 -11.838 15.306  C70 1.090
118 H -11.847 -9.583 8.325  C69 1.090
119 H 2.682 -20.848 8.740  C75 1.090
120 H -7.722 -10.771 12.357  N18 1.010
121 H -13.615 -14.051 16.952  C58 1.090
122 H -9.029 -13.717 21.555  C78 1.090
123 H -13.592 -21.401 21.297  N25 1.010
124 H -4.160 -23.321 13.430  C51 1.090
125 H -9.250 -12.546 22.825  C78 1.090
126 H -0.612 -22.669 17.841  C43 1.090
127 H -7.379 -27.822 14.291  N24 1.010
128 H -10.912 -14.305 7.696  C38 1.090
129 H -7.659 -18.248 11.044  C57 1.090
130 H -5.131 -12.274 19.012  N20 1.010
131 H -5.479 -8.020 10.635  C34 1.090
132 H -6.067 -8.293 14.007  C59 1.090
133 H -5.440 -12.434 21.644  C83 1.090
134 H -6.159 -15.505 19.869  C39 1.090
135 H -3.702 -14.549 12.871  C64 1.090
136 H 1.422 -15.820 16.181  C84 1.090
137 H -5.580 -30.829 20.222  C48 1.090
138 H 0.156 -14.806 16.814  C84 1.090
139 H -1.285 -16.006 6.018  C71 1.090
140 H 3.846 -7.692 16.963  C68 1.090
141 H -8.278 -18.774 7.427  C66 1.090
142 H -8.081 -8.605 11.675  C45 1.090
143 H -8.767 -14.134 9.437  N21 1.010
144 H -11.715 -14.642 14.564  C40 1.090
145 H -0.462 -14.487 5.754  C71 1.090
146 H -11.859 -9.634 10.115  C69 1.090
147 H -8.386 -19.883 5.315  C77 1.090
148 H 2.944 -19.845 17.704  C46 1.090
149 H 1.820 -16.811 11.099  N15 1.010
150 H -0.126 -20.151 12.450  C65 1.090
151 H -8.886 -10.287 13.404  N18 1.010
152 H -5.833 -17.401 8.196  N22 1.010
153 H -2.083 -25.482 16.361  C29 1.090
154 H -11.258 -14.384 16.260  C40 1.090
155 H -13.859 -13.194 14.088  N27 1.010
156 H -12.028 -23.651 18.796  C61 1.090
157 H -11.186 -21.200 21.661  C42 1.090
158 H -11.549 -22.541 15.882  C79 1.090
159 H -14.891 -13.057 15.166  N27 1.010
160 H -8.901 -18.508 9.806  C57 1.090
161 H 1.398 -20.381 10.615  C32 1.090
162 H 2.168 -19.438 7.817  C75 1.090
163 H -0.729 -16.154 9.118  N19 1.010
164 H -6.986 -7.092 10.619  C34 1.090
165 H -3.899 -16.123 15.150  C81 1.090
166 H 0.997 -10.601 13.835  C49 1.090
167 H -8.045 -28.132 19.573  C67 1.090
168 H -9.200 -13.712 7.520  C38 1.090
169 H -7.053 -30.467 19.442  C48 1.090
170 H -6.523 -13.607 14.518  N17 1.010
171 H -8.247 -21.511 5.928  C77 1.090
172 H -4.973 -18.282 16.827  C35 1.090
173 H 0.724 -19.060 9.639  C32 1.090
174 H -13.715 -12.475 18.587  C56 1.090
175 H -5.747 -9.188 12.684  C59 1.090
176 H -5.613 -19.292 15.587  C35 1.090
177 H -5.201 -27.202 13.613  C47 1.090
178 H 1.818 -6.059 16.202  N28 1.010
179 H -10.659 -23.886 16.668  C79 1.090
180 H -5.085 -28.238 20.447  C54 1.090
181 H -8.228 -19.856 10.789  C57 1.090
182 H -1.630 -29.052 16.740  C30 1.090
183 H 1.813 -8.804 15.550  C76 1.090
184 H -4.123 -16.873 13.726  C81 1.090
185 H 1.877 -15.759 5.323  C60 1.090
186 H 2.668 -15.887 6.781  C60 1.090
187 H -9.824 -22.369 16.159  C79 1.090
188 H -7.097 -27.328 11.467  C80 1.090
189 H -8.994 -6.850 12.834  C37 1.090
190 H -5.921 -25.247 19.344  C53 1.090
191 H -1.882 -16.751 8.221  N19 1.010
192 H -11.379 -12.113 10.875  C55 1.090
193 H -0.596 -12.803 7.699  C73 1.090
194 H -7.346 -29.448 21.814  N23 1.010
195 H -14.149 -10.806 18.679  C56 1.090
196 H -2.791 -27.884 16.401  C30 1.090
197 H -7.342 -26.830 20.555  C67 1.090
198 H -12.413 -11.237 18.660  C56 1.090
199 H 0.550 -9.663 12.297  C49 1.090
200 H -5.484 -30.025 18.792  C48 1.090
201 H 4.027 -18.395 17.252  C46 1.090
202 H -0.044 -9.320 13.897  C49 1.090
203 H -1.459 -17.165 18.831  N26 1.010
204 H 1.059 -16.879 12.556  N15 1.010
205 H -6.359 -24.756 12.135  C72 1.090
206 H -5.927 -13.378 18.284  N20 1.010
207 H -10.598 -12.736 7.043  C38 1.090
208 H -4.681 -26.375 18.958  C53 1.090
209 H 1.964 -18.891 12.436  C44 1.090
210 H -2.754 -23.973 12.578  C51 1.090
211 H -0.858 -24.972 18.409  C52 1.090
212 H -8.440 -20.366 8.232  C66 1.090
213 H -5.500 -25.464 17.752  C53 1.090
214 H 3.239 -9.341 14.804  C76 1.090
215 H -11.594 -12.192 16.712  C70 1.090
216 H -1.406 -13.130 9.275  C73 1.090
217 H -6.105 -15.264 13.165  C50 1.090
218 H -10.285 -21.235 20.109  C42 1.090
219 H -5.451 -27.197 11.134  C80 1.090
220 H -9.510 -11.986 8.966  C36 1.090
221 H -6.026 -24.776 13.820  C72 1.090
222 H -5.959 -28.609 12.068  C80 1.090
223 H -7.078 -20.737 4.745  C77 1.090
224 H 3.501 -19.480 16.070  C46 1.090
225 H -4.007 -23.382 11.621  C51 1.090
226 H -1.281 -15.700 18.338  N26 1.010
227 H -7.136 -15.113 21.286  C39 1.090
228 H 1.755 -14.353 6.451  C60 1.090
229 H 1.640 -15.150 17.740  C84 1.090
230 H -5.304 -6.304 10.657  C34 1.090
231 H -1.411 -27.942 15.279  C30 1.090
232 H -1.029 -18.949 11.641  C65 1.090
233 H 1.355 -6.074 14.660  N28 1.010
234 H -10.470 -10.153 9.111  C69 1.090
235 H -7.045 -26.386 14.853  N24 1.010
236 H -5.748 -29.614 22.091  N23 1.010
237 H -9.718 -8.147 13.770  C37 1.090
238 H 4.434 -6.107 16.337  C68 1.090